# C8H15

C8H15 in the gas phase in a non-equilibrium geometry (wB97M-V/def2-TZVPD, OMol25).

```
23
Properties=species:S:1:pos:R:3:forces:R:3
C 1.5002 1.3076 0.3536 -0.08 0.36 0.53
C 0.7837 0.4858 -0.6459 1.23 -0.22 -0.66
C 0.4179 1.1633 -1.9124 -0.51 0.30 -0.25
C 1.0052 -0.9893 -0.6560 0.07 -0.20 0.03
C 0.1164 -1.6875 0.3733 -0.32 0.01 -0.44
C -1.3294 -1.2115 0.1215 0.33 -0.31 0.72
C -1.4671 0.1757 0.7153 -1.79 -0.12 0.59
C -1.6290 0.2979 2.0464 -0.07 0.00 -0.55
H 1.9927 0.6955 1.1184 -0.20 0.13 -0.04
H 2.2702 1.9534 -0.1001 -0.12 -0.16 -0.04
H 0.7851 1.9829 0.8473 0.26 -0.02 0.12
H 0.1395 0.4592 -2.7063 -0.06 0.14 0.21
H -0.4353 1.8393 -1.7302 0.13 -0.01 -0.26
H 1.2282 1.7968 -2.3127 -0.09 -0.11 0.18
H 0.7747 -1.3722 -1.6570 0.00 -0.11 0.15
H 2.0542 -1.2342 -0.4493 0.09 0.08 -0.03
H 0.1770 -2.7729 0.2810 0.18 -0.04 0.04
H 0.4198 -1.3920 1.3916 -0.14 -0.23 -0.31
H -1.5710 -1.1899 -0.9487 0.17 -0.14 0.17
H -2.0194 -1.9287 0.6188 0.22 0.61 -0.31
H -1.7178 0.9973 0.0211 0.32 -0.31 0.61
H -1.9763 1.2060 2.5350 0.38 -0.01 -0.18
H -1.5196 -0.5825 2.6953 0.00 0.38 -0.28
```
Forces are in eV/Å.

As for the expectation value of S²: 0.757. The spin multiplicity is 2. The HOMO-LUMO gap (alpha / beta) is 8.0 / 9.8 eV. As for the total charge: 0. The LUMO energy (alpha / beta) comes out at 1.05 / 0.53 eV.

---

# C8H15Al2BCl2F5LiN2O11P2Rb

C8H15Al2BCl2F5LiN2O11P2Rb as an isolated structure in a non-equilibrium geometry (wB97M-V/def2-TZVPD, OMol25).

```
50
Properties=species:S:1:pos:R:3:forces:R:3
C 1.3095 -3.9143 2.7748 -0.11 -0.22 -0.30
C 2.2179 -2.7236 2.9441 -0.32 -0.27 0.09
F 2.4824 -2.6131 4.3275 -0.06 -0.01 0.08
C 1.6584 -1.3548 2.5386 1.03 0.02 0.36
N 0.4570 -1.0281 3.3620 0.22 -0.63 -1.73
P -1.0324 -1.1192 2.7521 -1.75 -0.26 3.28
N -2.1093 -1.0447 3.9357 0.30 -1.94 0.13
O -1.3525 0.1597 1.8018 -3.86 -1.27 8.02
O -1.3333 -2.4660 1.8942 0.09 1.54 -0.44
P 2.9686 -0.0583 3.0002 -0.43 1.30 -0.23
O 2.4722 1.3324 2.8721 -0.08 -0.10 0.23
C 1.4833 -1.2118 1.0017 1.13 -0.20 -1.96
O 1.3658 -2.1969 0.2532 -0.72 -0.72 1.35
O 1.5293 -0.0572 0.5039 2.10 0.48 2.06
H 1.8793 -4.8238 2.9557 -0.06 0.00 0.20
H 0.4611 -3.8808 3.4633 0.08 0.00 0.12
H 0.9200 -3.9743 1.7620 0.12 0.11 -0.07
H 3.1716 -2.9056 2.4478 0.02 0.20 -0.08
H 0.5092 -1.5027 4.2592 0.11 0.37 0.17
H -2.7277 -1.8615 3.9087 -0.35 0.28 -0.32
H -2.0709 -0.1375 1.1904 -0.28 0.69 2.49
H -1.7012 -2.2540 1.0251 0.29 -0.87 -0.19
H 4.0290 -0.3746 2.1297 0.05 -0.30 0.08
H 3.4110 -0.3607 4.2913 0.00 -0.34 -0.01
Rb -0.6233 0.0752 -0.0518 2.93 1.06 -13.63
C -4.7367 1.5117 -5.3609 0.10 0.17 0.02
C -3.7206 2.4036 -4.6599 -0.36 0.07 -0.08
O -3.1072 1.5091 -3.7371 -0.17 0.11 0.16
C -3.2562 0.2499 -4.2232 0.38 -0.21 -0.11
O -2.6661 -0.6856 -3.7860 -0.17 -0.13 0.35
O -4.1111 0.2243 -5.2512 -0.14 0.10 -0.02
H -4.9028 1.7636 -6.4041 0.09 -0.15 -0.06
H -5.6984 1.4919 -4.8479 0.01 -0.05 0.04
H -2.9455 2.7702 -5.3278 0.00 -0.20 -0.16
H -4.1722 3.2451 -4.1402 0.02 -0.07 0.15
Li -5.1594 -0.6513 0.5373 -0.57 -0.03 0.04
B -0.8866 4.8349 -4.8340 3.13 0.26 1.12
F -0.4838 6.0286 -4.4216 -0.66 0.22 -0.45
F -0.1969 4.5087 -6.1112 -1.03 -0.05 0.23
F -0.6914 3.8520 -3.9377 -1.03 -0.13 -0.82
F -2.4174 4.9524 -5.1502 -1.95 0.20 -2.23
Al 0.6633 3.9681 -7.8248 0.31 -0.02 -0.23
C 6.8712 -1.2183 2.5236 0.05 0.27 0.46
O 7.5970 -1.3998 1.5417 -0.38 -0.33 -0.25
O 7.3416 -0.7732 3.6676 0.09 0.03 -0.12
O 5.6396 -1.4885 2.4198 0.19 -0.17 -0.55
H 8.2956 -0.6321 3.5320 0.01 0.12 0.32
Cl -3.3548 5.0575 -6.7572 1.45 0.05 2.11
Cl -1.5762 1.0340 5.0809 0.10 0.15 0.40
Al -1.7002 -2.2607 6.1288 0.07 0.83 -0.08
```
Forces are in eV/Å.

The HOMO-LUMO gap is 1.1 eV. As for the total charge: +3. The LUMO energy comes out at -12.50 eV.

---

# C8H15BFGaO3P

C8H15BFGaO3P as an isolated structure in a non-equilibrium geometry (wB97M-V/def2-TZVPD, OMol25).

```
30
Properties=species:S:1:pos:R:3:forces:R:3
C -0.0921 0.3887 -1.1588 0.82 -0.12 0.49
C -0.2258 1.7674 -0.4556 0.86 -0.48 0.28
O -0.8389 2.7749 -1.2330 -0.95 -0.80 -0.72
B -2.1732 2.4544 -1.6216 -0.15 0.74 -0.91
O -2.4917 2.8156 -2.9585 0.21 -0.57 1.56
Ga -3.5143 1.5076 -0.2939 0.70 -0.02 0.49
P -5.7483 1.5695 -1.0209 0.13 -0.46 -1.92
O -5.9104 1.3342 -2.5368 -0.14 0.29 1.54
H -0.2406 0.4171 -2.2437 -0.18 0.18 0.23
H -0.7223 -0.3797 -0.7018 -0.19 0.31 -0.30
H 0.9464 0.0424 -1.0012 -0.29 0.04 -0.14
H 0.7942 2.1238 -0.2400 -0.27 0.07 -0.08
H -0.7024 1.6132 0.5245 -0.25 0.22 -0.29
H -1.6624 2.7723 -3.4335 0.44 0.46 -0.39
H -3.2890 2.2192 1.1428 -0.29 0.01 0.04
H -3.0685 -0.0325 -0.0937 -0.25 0.04 -0.08
H -6.4937 0.5742 -0.2911 -0.08 0.54 0.08
H -6.3757 2.7992 -0.6060 -0.12 -0.44 0.12
F 0.8550 -1.8712 1.1029 -0.10 -0.03 0.02
C 2.1635 -2.0506 1.3099 0.39 -0.03 0.05
C 2.7565 -3.2345 0.9096 -0.06 -0.15 -0.08
C 4.1166 -3.4154 1.1216 -0.04 0.23 0.11
C 4.8639 -2.4180 1.7375 0.06 -0.03 0.00
C 4.2520 -1.2362 2.1374 -0.07 -0.20 -0.11
C 2.8941 -1.0465 1.9188 -0.04 0.18 0.08
H 2.1560 -4.0015 0.4383 -0.03 0.05 -0.01
H 4.5938 -4.3341 0.8066 -0.03 -0.01 0.00
H 5.9237 -2.5629 1.9050 -0.02 0.01 0.00
H 4.8327 -0.4610 2.6199 -0.02 0.02 -0.02
H 2.4012 -0.1297 2.2151 -0.05 -0.03 -0.02
```
Forces are in eV/Å.

The HOMO-LUMO gap is 6.9 eV. As for the total charge: -1. The LUMO energy comes out at 2.47 eV.

---

# C8H15BN2O4

C8H15BN2O4 in the gas phase in a non-equilibrium geometry (wB97M-V/def2-TZVPD, OMol25).

```
30
Properties=species:S:1:pos:R:3:forces:R:3
C -1.4420 2.4664 2.5156 -0.98 0.60 0.65
C -0.4966 2.4250 1.3842 1.77 -0.56 -1.15
O -0.6783 2.9157 0.2778 -0.47 0.36 0.87
N 0.6751 1.7214 1.6232 -0.73 0.14 -0.05
C 1.6660 1.4662 0.5735 1.00 0.93 0.79
C 1.7386 0.0227 0.1781 -1.95 -0.80 -1.81
O 2.7158 -0.6433 0.4573 0.18 -0.73 0.24
N 0.6682 -0.4988 -0.5803 0.42 2.19 1.95
C -0.4098 0.3693 -1.1538 0.10 -0.64 -0.38
C -1.6995 -0.3082 -0.6556 -0.10 0.38 0.63
C -1.3451 -1.7932 -0.4464 -0.77 0.18 -0.79
C 0.1585 -1.8812 -0.4156 1.52 -1.15 -1.72
B 0.8579 -2.5354 -1.7462 0.18 -0.86 -0.07
O 2.2289 -2.3930 -1.8468 -0.35 0.74 1.41
O 0.1875 -3.2278 -2.7678 0.70 0.80 1.05
H -0.9854 2.8358 3.4406 0.03 0.06 -0.24
H -1.8116 1.4713 2.7413 -0.07 -0.23 -0.08
H -2.2969 3.1020 2.2452 0.34 -0.21 0.16
H 0.8065 1.2929 2.5486 0.04 0.33 -0.93
H 1.6109 2.1332 -0.3020 -0.68 -0.19 0.55
H 2.6472 1.6979 1.0035 -0.08 -0.18 -0.06
H -0.3442 0.3464 -2.2652 0.01 -0.26 0.55
H -0.3259 1.4312 -0.8747 0.00 -0.81 -0.02
H -2.5726 -0.1688 -1.2989 0.31 -0.04 -0.15
H -1.9891 0.1427 0.2944 0.11 0.11 0.17
H -1.7025 -2.3024 -1.3334 -0.07 -0.40 -0.13
H -1.8363 -2.2825 0.3921 0.03 0.30 0.21
H 0.5689 -2.4338 0.4582 -0.08 0.85 -0.26
H 2.5483 -1.8688 -1.0368 -0.21 -0.92 -1.38
H 0.8575 -3.5027 -3.4100 -0.21 0.00 -0.01
```
Forces are in eV/Å.

The HOMO-LUMO gap is 9.5 eV. As for the structure (SMILES): CC(=O)NCC(=O)N1CCC[C@H]1B(O)O. As for the total charge: 0. The LUMO energy comes out at 0.53 eV. For the relative energy (zero: lowest compared OMol25 entry of this formula, charge and spin), the calculation gives 0.000 eV.

---

# C8H15BO2

A 2-piece molecular cluster, C8H15BO2 overall in a non-equilibrium geometry (wB97M-V/def2-TZVPD, OMol25).

```
26
Properties=species:S:1:pos:R:3:forces:R:3
B 0.5922 0.9583 -1.0564 1.37 0.75 -0.33
C 2.3422 2.1408 -2.8173 2.77 -1.21 -0.50
C 1.0381 1.7855 -3.3484 -1.33 -1.74 1.12
C 2.2939 2.6209 -1.3424 1.48 -1.28 -2.24
C -1.2611 -0.2630 2.7858 -0.05 -1.90 -0.45
C -0.4952 -1.3990 2.0938 0.16 1.68 1.62
C -1.6552 -1.6605 3.0660 -0.06 -1.44 0.47
C -0.4761 -1.7695 0.6392 -2.48 0.69 0.40
C -2.8739 -2.3791 2.4958 0.05 3.01 -1.18
O 0.2748 0.9634 -2.3663 -0.05 0.34 -0.44
O 1.7010 1.6355 -0.5505 -1.45 -1.00 0.51
H 3.0578 1.2555 -2.8891 -0.91 0.79 0.47
H 2.7685 2.7860 -3.6126 0.04 0.50 0.97
H 0.5269 2.7006 -3.4380 -1.29 0.95 -0.52
H 1.0457 1.2093 -4.2729 0.01 0.18 0.06
H 3.3365 2.7112 -1.0766 0.17 0.30 0.61
H 1.7903 3.5312 -1.2456 -0.79 1.56 0.23
H -1.9808 0.4652 2.4385 0.35 0.19 -0.32
H 0.4100 -1.6579 2.6566 0.04 0.28 -0.56
H -1.3573 -2.2252 3.9741 0.26 0.96 -0.26
H -0.5995 -2.8031 0.6546 0.43 -2.24 -0.30
H 0.3482 -1.4766 0.0582 1.22 0.44 -0.39
H -1.3946 -1.4965 0.0778 0.55 0.54 0.40
H -3.8142 -2.1631 3.0114 -0.03 0.67 -0.40
H -2.7915 -3.3997 2.6652 0.61 -2.09 -0.29
H -2.8268 -2.0703 1.3994 -1.07 -0.91 1.34
```
Forces are in eV/Å.

The HOMO-LUMO gap (alpha / beta) is 8.0 / 8.0 eV. As for the total charge: 0. The LUMO energy (alpha / beta) comes out at 0.33 / 0.04 eV. For the relative energy (zero: lowest compared OMol25 entry of this formula, charge and spin), the calculation gives 6.677 eV.

---

# C8H15BrCl2N2O3PS2

A 2-piece molecular cluster, C8H15BrCl2N2O3PS2 overall in a non-equilibrium geometry (wB97M-V/def2-TZVPD, OMol25).

```
34
Properties=species:S:1:pos:R:3:forces:R:3
C -3.8748 -0.2626 1.2874 -1.07 0.39 0.74
N -2.4233 0.0146 1.7329 -1.03 1.48 -1.04
C -2.5607 0.4243 3.1803 -0.12 -0.42 2.03
C -1.9741 1.1422 0.8319 -3.46 4.90 1.89
O -2.6027 2.3340 1.0058 4.20 -6.51 -1.51
C -0.8471 0.9284 -0.3393 -2.17 0.42 -1.12
N 0.5696 1.2419 0.0363 -1.13 -1.24 1.53
P 0.8111 2.8721 0.6946 2.04 1.53 -0.85
S 1.9831 3.8871 -0.5456 -0.62 -0.18 0.20
C 1.2887 0.1594 0.7831 0.85 -0.68 1.83
S 1.4260 -1.4895 -0.1571 -0.23 0.46 0.04
Br 3.2242 0.7954 0.9365 -0.75 -0.26 0.07
C 0.8047 -0.0979 2.3273 -2.58 -3.22 7.21
O 1.0084 0.7645 3.3610 -0.56 -2.72 -6.07
O 0.1333 -1.3737 2.7098 3.73 6.38 -3.33
H -4.0538 -0.0434 0.1500 0.42 -0.68 2.18
H -4.2337 -1.3434 1.6214 1.10 2.15 -0.96
H -4.5406 0.4912 1.9250 1.04 -1.41 -1.67
H -3.1695 -0.4527 3.7152 1.40 1.80 -1.26
H -1.5565 0.5195 3.7729 -1.59 -0.33 -1.64
H -3.1784 1.3993 3.3706 0.99 -1.59 -0.75
H -1.1405 1.6908 -1.2115 0.58 -1.51 2.06
H -1.0337 -0.1402 -0.7971 0.93 1.95 1.20
H 1.4888 2.9239 1.9782 -1.15 -0.82 -0.73
H -0.3771 3.6763 0.8262 0.19 -1.39 0.13
H 2.4036 -2.2721 0.4824 -1.05 1.50 0.00
Cl 2.9319 -3.5983 -2.6137 -0.01 -0.04 -0.06
C 2.6551 -2.9776 -4.2607 0.00 0.09 -0.27
C 3.0269 -1.5092 -4.3914 0.04 -0.04 -0.11
Cl 1.9182 -0.4507 -3.4841 0.11 -0.03 -0.16
H 1.6052 -3.1518 -4.5171 0.20 0.13 0.16
H 3.2733 -3.5796 -4.9335 -0.03 0.15 0.11
H 2.9694 -1.2033 -5.4404 -0.03 -0.15 0.12
H 4.0449 -1.3188 -4.0371 -0.26 -0.09 0.04
```
Forces are in eV/Å.

The HOMO-LUMO gap is 7.0 eV. As for the total charge: -1. The LUMO energy comes out at 2.38 eV.